Record 1
{
  "formula": "C48H41GeN3P2Re",
  "method": "wB97M-V/def2-TZVPD",
  "elements": ["Re", "N", "P", "C", "C", "C", "C", "C", "C", "C", "C", "C", "C", "C", "C", "P", "C", "C", "C", "C", "C", "C", "C", "C", "C", "C", "C", "C", "H", "H", "H", "H", "H", "H", "H", "H", "H", "H", "H", "H", "H", "H", "H", "H", "H", "H", "H", "H", "H", "C", "C", "C", "C", "C", "C", "N", "N", "C", "C", "C", "C", "C", "C", "H", "H", "H", "H", "H", "H", "H", "H", "H", "Ge", "C", "C", "C", "C", "C", "C", "C", "C", "C", "C", "C", "C", "H", "H", "H", "H", "H", "H", "H", "H", "H", "H", "H"],
  "coordinates": [[-0.3981, 0.1134, -0.1914], [-2.7173, -0.5202, 1.6413], [-2.3387, 0.9958, 1.0142], [-3.4477, 1.4913, -0.2666], [-3.0668, 2.5402, -1.1169], [-3.9567, 2.9986, -2.0707], [-5.2163, 2.4151, -2.1767], [-5.5903, 1.3678, -1.3408], [-4.7080, 0.8943, -0.3839], [-2.1879, 2.1635, 2.3230], [-1.5497, 1.7814, 3.5141], [-1.5372, 2.6479, 4.5870], [-2.1489, 3.8974, 4.4760], [-2.7620, 4.2859, 3.2938], [-2.7844, 3.4244, 2.2078], [-1.4189, -1.5424, 1.3046], [-1.2810, -2.7086, 2.6233], [-0.8406, -4.0070, 2.3423], [-0.7930, -4.9342, 3.3682], [-1.1683, -4.5680, 4.6562], [-1.5802, -3.2689, 4.9367], [-1.6260, -2.3253, 3.9260], [-1.6525, -2.2674, -0.3174], [-0.4544, -2.4229, -1.0482], [-0.4826, -2.9441, -2.3407], [-1.7009, -3.3047, -2.8930], [-2.8904, -3.1388, -2.1787], [-2.8780, -2.6103, -0.8989], [-3.4398, -0.6993, 2.3337], [-2.0908, 3.0077, -1.0231], [-3.6800, 3.8139, -2.7254], [-5.9165, 2.7850, -2.9145], [-6.5748, 0.9286, -1.4303], [-5.0073, 0.0857, 0.2713], [-1.0788, 0.8080, 3.6046], [-1.0651, 2.3589, 5.5163], [-2.1498, 4.5684, 5.3251], [-3.2359, 5.2552, 3.2205], [-3.2816, 3.7249, 1.2950], [-0.5704, -4.3024, 1.3357], [-0.4810, -5.9493, 3.1630], [-1.1438, -5.3032, 5.4499], [-1.8670, -2.9950, 5.9428], [-1.9369, -1.3135, 4.1551], [0.5107, -2.2575, -0.5517], [0.4331, -3.0956, -2.8971], [-1.7329, -3.7287, -3.8885], [-3.8288, -3.4403, -2.6266], [-3.8022, -2.4855, -0.3484], [-1.7275, 0.2648, -5.6893], [-0.5334, 0.9837, -5.6776], [0.0846, 1.2911, -4.4804], [-0.5088, 0.8609, -3.2937], [-1.6985, 0.1405, -3.2929], [-2.3124, -0.1520, -4.4999], [0.0705, 1.1676, -2.0262], [0.9258, 2.0806, -1.9733], [1.4248, 2.2930, -0.6767], [2.3592, 3.2881, -0.4836], [2.8533, 3.4966, 0.8086], [2.4054, 2.7213, 1.8704], [1.4542, 1.7199, 1.6738], [0.9473, 1.4830, 0.3919], [-2.2044, 0.0350, -6.6330], [-0.0909, 1.3098, -6.6090], [1.0058, 1.8560, -4.4586], [-2.1880, -0.1487, -2.3641], [-3.2517, -0.6884, -4.5150], [2.6899, 3.8906, -1.3201], [3.5868, 4.2738, 0.9799], [2.7876, 2.9044, 2.8665], [1.1026, 1.1503, 2.5247], [3.2747, -0.8146, -0.9807], [3.1729, -1.8844, 0.5614], [2.9769, -3.2529, 0.3044], [3.2166, -4.1825, 1.3040], [3.6145, -3.7508, 2.5626], [3.7825, -2.3933, 2.8350], [3.5661, -1.4592, 1.8414], [4.4870, 0.5170, -1.4350], [5.3165, 1.1459, -0.4852], [6.3247, 1.9834, -0.9136], [6.5124, 2.2029, -2.2791], [5.6952, 1.5923, -3.2246], [4.6731, 0.7590, -2.8093], [2.5135, -1.4085, -2.1743], [2.6798, -3.5993, -0.6813], [3.1083, -5.2395, 1.1005], [3.8041, -4.4779, 3.3417], [4.1066, -2.0784, 3.8179], [3.7150, -0.4068, 2.0518], [5.1917, 0.9539, 0.5734], [6.9835, 2.4554, -0.1972], [7.3130, 2.8534, -2.6076], [5.8653, 1.7632, -4.2788], [4.0403, 0.2794, -3.5480]],
  "spin_multiplicity": 4,
  "e_lumo_ev": [-12.87, -13.21],
  "e_above_lowest_ev": 0.0000,
  "s_squared": 3.812,
  "homo_energy_ev": [-18.646, -18.695],
  "total_charge": 4,
  "e_tot_ha": -4854.3901,
  "orbital_gap_ev": [5.78, 5.48]
}



Record 2
{
  "formula": "C48H41MnN4PS5SbSe4",
  "method": "wB97M-V/def2-TZVPD",
  "elements": ["Mn", "N", "S", "N", "S", "N", "S", "N", "C", "C", "C", "C", "C", "C", "C", "C", "C", "C", "C", "C", "C", "C", "C", "C", "C", "C", "C", "C", "C", "C", "C", "C", "C", "C", "C", "C", "C", "C", "C", "C", "C", "C", "C", "C", "H", "H", "H", "H", "H", "H", "H", "H", "H", "H", "H", "H", "H", "H", "H", "H", "H", "H", "H", "H", "H", "H", "H", "H", "H", "H", "H", "H", "H", "H", "Se", "Sb", "Se", "Se", "Se", "S", "P", "S", "C", "C", "C", "C", "C", "C", "C", "C", "C", "C", "C", "C", "H", "H", "H", "H", "H", "H", "H", "H", "H", "H", "H"],
  "coordinates": [[-2.2152, 1.2400, -1.7493], [-2.2502, 1.2400, 0.1928], [-1.7481, 1.2796, 1.4722], [-0.3996, 0.4513, 1.4527], [1.0152, 1.1724, 1.4283], [1.0767, 1.9552, 0.0476], [1.0317, 1.1937, -1.3391], [-0.2682, 1.2400, -1.7843], [1.9418, 2.1066, -2.5823], [1.5741, 2.0089, -3.9242], [2.2803, 2.7334, -4.8844], [3.3463, 3.5505, -4.4989], [3.7072, 3.6440, -3.1522], [3.0039, 2.9205, -2.1888], [1.5555, -0.4944, -1.4610], [2.8823, -0.7960, -1.7672], [3.2692, -2.1277, -1.9304], [2.3289, -3.1514, -1.7944], [1.0011, -2.8442, -1.4908], [0.6129, -1.5141, -1.3283], [1.2483, 2.2341, 2.8374], [1.0954, 1.6895, 4.1085], [1.2999, 2.4950, 5.2281], [1.6591, 3.8352, 5.0666], [1.8155, 4.3672, 3.7836], [1.6139, 3.5617, 2.6622], [2.3745, 0.0386, 1.6101], [2.1389, -1.2945, 1.9189], [3.2230, -2.1576, 2.0821], [4.5285, -1.6784, 1.9450], [4.7509, -0.3325, 1.6430], [3.6686, 0.5307, 1.4764], [-1.7692, 2.9791, 1.9733], [-2.0334, 3.3159, 3.3007], [-2.1199, 4.6598, 3.6698], [-1.9496, 5.6613, 2.7114], [-1.6889, 5.3192, 1.3830], [-1.6037, 3.9770, 1.0126], [-2.9912, 0.4349, 2.4447], [-2.5905, -0.3997, 3.4876], [-3.5559, -1.0694, 4.2399], [-4.9118, -0.9014, 3.9468], [-5.3047, -0.0637, 2.8997], [-4.3425, 0.6067, 2.1445], [0.7327, 1.3793, -4.1999], [1.9864, 2.6644, -5.9261], [3.8879, 4.1213, -5.2455], [4.5264, 4.2851, -2.8446], [3.2677, 2.9911, -1.1372], [3.6130, -0.0004, -1.8470], [4.3061, -2.3587, -2.1446], [2.6319, -4.1858, -1.9067], [0.2628, -3.6275, -1.3631], [-0.4120, -1.2510, -1.0709], [0.8174, 0.6469, 4.2058], [1.1721, 2.0727, 6.2177], [1.8077, 4.4657, 5.9353], [2.0776, 5.4093, 3.6457], [1.7113, 3.9649, 1.6612], [1.1209, -1.6549, 2.0028], [3.0381, -3.2029, 2.2999], [5.3679, -2.3535, 2.0636], [5.7583, 0.0491, 1.5300], [3.8128, 1.5788, 1.2412], [-2.1391, 2.5364, 4.0455], [-2.3010, 4.9164, 4.7071], [-2.0024, 6.7045, 3.0003], [-1.5363, 6.0837, 0.6298], [-1.3828, 3.6859, -0.0134], [-1.5326, -0.5280, 3.6985], [-3.2432, -1.7266, 5.0442], [-5.6606, -1.4301, 4.5268], [-6.3544, 0.0634, 2.6587], [-4.6246, 1.2517, 1.3169], [-4.2302, 4.5482, -5.0575], [-2.1833, 3.7387, -4.2480], [-2.2152, 1.2136, -4.2557], [-2.2152, 3.7464, -1.7229], [-0.0357, 4.7561, -5.2654], [-4.2709, -3.3681, -1.4138], [-2.3224, -3.1075, -1.6982], [-2.2152, -1.1243, -1.7493], [-1.3127, -3.9267, -0.3949], [-1.3885, -5.3204, -0.2362], [-0.6216, -5.9698, 0.7322], [0.2271, -5.2334, 1.5570], [0.3068, -3.8490, 1.4154], [-0.4584, -3.1986, 0.4451], [-1.6296, -3.8823, -3.2178], [-0.2950, -3.6290, -3.5752], [0.2617, -4.2183, -4.7112], [-0.5092, -5.0662, -5.5044], [-1.8364, -5.3229, -5.1639], [-2.3941, -4.7346, -4.0269], [-2.0596, -5.8951, -0.8711], [-0.6950, -7.0472, 0.8448], [0.8191, -5.7365, 2.3155], [0.9577, -3.2688, 2.0631], [-0.3959, -2.1170, 0.3503], [0.3044, -2.9589, -2.9624], [1.2932, -4.0073, -4.9771], [-0.0791, -5.5200, -6.3921], [-2.4448, -5.9746, -5.7842], [-3.4332, -4.9343, -3.7755], [-3.9439, 1.2400, -1.7493]],
  "spin_multiplicity": 5,
  "e_lumo_ev": [2.52, 2.52],
  "s_squared": 6.232,
  "homo_energy_ev": [-0.551, -0.845],
  "total_charge": -2,
  "e_tot_ha": -15401.5896,
  "orbital_gap_ev": [3.07, 3.37]
}



Record 3
{
  "formula": "C48H42CrI2N3O2S2SbTe",
  "method": "wB97M-V/def2-TZVPD",
  "elements": ["Cr", "I", "C", "C", "C", "I", "C", "C", "C", "C", "N", "C", "C", "O", "H", "H", "H", "H", "C", "C", "C", "C", "C", "C", "C", "S", "C", "O", "H", "H", "H", "H", "H", "H", "H", "H", "H", "H", "C", "C", "C", "C", "C", "C", "Sb", "C", "C", "C", "C", "C", "C", "C", "C", "C", "C", "C", "C", "H", "H", "H", "H", "H", "H", "H", "H", "H", "H", "H", "H", "H", "H", "H", "C", "C", "C", "C", "N", "C", "S", "N", "H", "H", "H", "H", "H", "C", "Te", "C", "C", "C", "C", "C", "C", "C", "H", "H", "H", "H", "H", "H", "H", "H"],
  "coordinates": [[-0.5464, 0.7126, 0.4729], [0.5131, 4.5186, -2.4813], [-0.9171, 4.3811, -0.9826], [-1.9045, 5.3769, -0.8199], [-2.8149, 5.3133, 0.2003], [-4.2260, 6.8391, 0.3858], [-2.8045, 4.2174, 1.1068], [-3.6293, 4.0609, 2.2426], [-3.4848, 2.9593, 3.0436], [-2.5594, 1.9651, 2.6876], [-1.7966, 2.0589, 1.6190], [-1.8668, 3.1985, 0.8711], [-0.8755, 3.3028, -0.1390], [0.0371, 2.3330, -0.1907], [-1.9256, 6.2069, -1.5105], [-4.3587, 4.8222, 2.4810], [-4.0852, 2.8314, 3.9316], [-2.4560, 1.0649, 3.2894], [-7.5860, -0.5193, -0.7603], [-6.2918, -0.9325, -0.1270], [-5.5914, -2.0407, -0.5899], [-4.3664, -2.4001, -0.0549], [-3.8420, -1.6497, 0.9873], [-4.5453, -0.5574, 1.4878], [-5.7539, -0.1988, 0.9286], [-2.2774, -1.9268, 1.7691], [-1.9292, -3.6191, 1.3203], [-1.1966, -1.1773, 0.9941], [-8.0252, -1.3323, -1.3343], [-7.4146, 0.3176, -1.4392], [-8.3055, -0.1946, -0.0105], [-6.0089, -2.6265, -1.3954], [-3.8446, -3.2570, -0.4556], [-4.1463, 0.0055, 2.3238], [-6.2929, 0.6534, 1.3186], [-1.7756, -3.6733, 0.2444], [-2.7540, -4.2482, 1.6474], [-1.0173, -3.9001, 1.8406], [2.5389, 1.0495, -5.6006], [1.3228, 0.4483, -5.3122], [1.0045, 0.1145, -4.0041], [1.9061, 0.3753, -2.9749], [3.1193, 0.9916, -3.2662], [3.4322, 1.3254, -4.5772], [1.4587, -0.1585, -0.9699], [2.1100, -2.1739, -0.8883], [2.8972, -2.7228, -1.8950], [3.3237, -4.0421, -1.8099], [2.9698, -4.8190, -0.7168], [2.1842, -4.2772, 0.2908], [1.7530, -2.9612, 0.2012], [3.2319, 0.6961, -0.0821], [4.4118, -0.0296, 0.0713], [5.5307, 0.5507, 0.6550], [5.4907, 1.8707, 1.0788], [4.3286, 2.6088, 0.9157], [3.2056, 2.0238, 0.3449], [2.7871, 1.3064, -6.6213], [0.6162, 0.2448, -6.1055], [0.0439, -0.3338, -3.7869], [3.8244, 1.2208, -2.4779], [4.3772, 1.8044, -4.7953], [3.1771, -2.1220, -2.7511], [3.9323, -4.4636, -2.5980], [3.3103, -5.8427, -0.6477], [1.9090, -4.8841, 1.1438], [1.1259, -2.5417, 0.9817], [4.4665, -1.0579, -0.2664], [6.4360, -0.0292, 0.7746], [6.3604, 2.3218, 1.5348], [4.2993, 3.6441, 1.2304], [2.3076, 2.6167, 0.2071], [-4.0710, -2.9728, -4.1961], [-2.8749, -2.5016, -3.4287], [-1.6784, -3.2165, -3.4288], [-0.6299, -2.6668, -2.7215], [-0.7431, -1.5230, -2.0550], [-1.9396, -0.9253, -2.0687], [-2.1570, 0.5981, -1.2211], [-3.0042, -1.3739, -2.7362], [-3.7883, -3.6652, -4.9865], [-4.5962, -2.1208, -4.6223], [-4.7639, -3.4875, -3.5301], [-1.5659, -4.1392, -3.9774], [0.3481, -3.1385, -2.6967], [1.6677, 2.0325, 3.6082], [0.6090, 0.3209, 2.9117], [2.4556, -0.7280, 3.0803], [3.3761, 0.2010, 3.8315], [4.6232, -0.2524, 4.2525], [5.4892, 0.5947, 4.9186], [5.1137, 1.9072, 5.1747], [3.8741, 2.3620, 4.7636], [2.9991, 1.5142, 4.0900], [1.0952, 2.5107, 4.4010], [1.7868, 2.7354, 2.7833], [2.8416, -0.9650, 2.0880], [2.2722, -1.6548, 3.6242], [4.9156, -1.2740, 4.0496], [6.4538, 0.2326, 5.2445], [5.7855, 2.5722, 5.6980], [3.5791, 3.3839, 4.9639]],
  "spin_multiplicity": 2,
  "e_lumo_ev": [-3.40, -3.01],
  "e_above_lowest_ev": 0.6561,
  "s_squared": 0.769,
  "homo_energy_ev": [-10.177, -10.243],
  "total_charge": 1,
  "e_tot_ha": -5113.3795,
  "orbital_gap_ev": [6.78, 7.24]
}



Record 4
{
  "formula": "C48H42N7O4PbS4",
  "method": "wB97M-V/def2-TZVPD",
  "elements": ["Pb", "O", "C", "O", "C", "C", "C", "C", "C", "N", "C", "O", "O", "H", "H", "H", "N", "S", "N", "S", "N", "S", "N", "C", "C", "C", "C", "C", "C", "C", "C", "C", "C", "C", "C", "C", "C", "C", "C", "C", "C", "C", "C", "C", "C", "C", "C", "C", "C", "C", "C", "C", "C", "C", "C", "C", "C", "C", "C", "H", "H", "H", "H", "H", "H", "H", "H", "H", "H", "H", "H", "H", "H", "H", "H", "H", "H", "H", "H", "H", "H", "H", "H", "H", "H", "H", "H", "H", "H", "C", "H", "H", "H", "C", "N", "C", "C", "N", "C", "S", "H", "H", "H", "H", "H", "H"],
  "coordinates": [[0.9229, -0.9408, -2.2778], [4.3945, -3.7858, -2.2151], [3.3367, -3.1138, -2.2089], [3.2095, -1.8661, -1.9914], [2.0892, -3.9137, -2.5308], [2.0755, -5.3099, -2.5344], [0.8833, -5.9721, -2.9178], [-0.1895, -5.2452, -3.4070], [-0.1162, -3.8629, -3.3084], [0.9902, -3.2444, -2.8874], [-1.2894, -2.9023, -3.7167], [-2.0764, -3.3171, -4.5767], [-1.3185, -1.7517, -3.0970], [2.9860, -5.8134, -2.2752], [0.7361, -7.0578, -2.8455], [-1.0924, -5.7230, -3.7881], [-0.7972, 1.5054, -1.4754], [-1.2000, 2.2183, -0.1684], [-0.2389, 2.0904, 1.0909], [-0.1279, 1.1986, 2.3702], [0.2100, -0.3448, 2.3061], [0.9702, -1.3728, 1.3086], [0.6600, -1.5479, -0.0996], [2.7585, -1.1799, 1.5608], [3.4599, -0.1303, 0.9515], [4.8254, 0.0084, 1.1495], [5.5509, -0.9292, 1.8874], [4.8717, -1.9747, 2.4883], [3.4976, -2.1094, 2.2958], [0.5494, -2.8896, 2.1112], [0.9461, -4.0990, 1.5394], [0.6547, -5.3013, 2.1645], [0.0769, -5.2953, 3.4247], [-0.2218, -4.0903, 4.0312], [0.0289, -2.8829, 3.3766], [1.2502, 1.9472, 3.1747], [2.1615, 2.6950, 2.4617], [3.2241, 3.3406, 3.1125], [3.3657, 3.2371, 4.5069], [2.5445, 2.3629, 5.1876], [1.5206, 1.7201, 4.5205], [-1.4235, 1.3666, 3.5376], [-2.1470, 0.2997, 4.0891], [-3.0291, 0.5699, 5.1394], [-3.2319, 1.8572, 5.6315], [-2.5734, 2.9255, 5.0316], [-1.6658, 2.6646, 3.9968], [-1.0527, 3.9694, -0.4485], [-0.3436, 4.5247, -1.5140], [-0.3299, 5.8982, -1.7293], [-0.9347, 6.7369, -0.8201], [-1.5102, 6.1944, 0.3355], [-1.4916, 4.8013, 0.5460], [-2.9493, 1.8886, 0.0928], [-3.8638, 2.9050, 0.4257], [-5.1652, 2.5539, 0.7797], [-5.5805, 1.2229, 0.6879], [-4.6829, 0.2179, 0.3139], [-3.3620, 0.5583, 0.0600], [2.8799, 0.6299, 0.4027], [5.2964, 0.9190, 0.8098], [6.6146, -0.8129, 2.0364], [5.3388, -2.6627, 3.1691], [2.9952, -2.9410, 2.7757], [1.4935, -4.1245, 0.6163], [0.9156, -6.1934, 1.6753], [-0.1455, -6.1700, 4.0047], [-0.7110, -4.0405, 4.9911], [-0.2278, -1.9361, 3.8551], [2.0190, 2.8221, 1.3588], [3.8418, 3.9777, 2.5110], [4.1111, 3.8467, 4.9915], [2.6063, 2.1152, 6.2203], [0.8726, 1.0176, 5.0633], [-2.0928, -0.6844, 3.6666], [-3.5006, -0.2635, 5.6442], [-3.8949, 2.0672, 6.4436], [-2.8097, 3.9576, 5.1927], [-1.0592, 3.4449, 3.5371], [0.1779, 3.8880, -2.1839], [0.2007, 6.3114, -2.5753], [-0.9406, 7.7821, -0.9689], [-1.9789, 6.8495, 1.0640], [-1.8236, 4.4152, 1.5267], [-3.5799, 3.9452, 0.3356], [-5.8095, 3.3402, 1.0887], [-6.5988, 0.9453, 0.9356], [-5.0023, -0.7995, 0.3099], [-2.6922, -0.2387, -0.2072], [-1.6816, 1.6014, -2.7058], [-2.7172, 1.9163, -2.4706], [-1.6778, 0.5909, -3.1506], [-1.2540, 2.2824, -3.4377], [-1.7467, -0.4992, -6.5642], [-0.3841, -0.9547, -6.8966], [-0.0486, -2.1602, -7.5090], [1.2897, -2.2236, -7.7001], [1.7933, -1.0017, -7.2385], [0.7581, -0.1705, -6.7967], [0.8912, 1.3768, -6.2805], [-2.3483, -0.2946, -7.4989], [-1.6752, 0.4769, -6.0200], [-2.3258, -1.2266, -5.9436], [-0.8266, -2.9367, -7.6773], [1.9502, -3.0650, -7.9387], [2.7624, -0.6313, -7.3160]],
  "e_lumo_ev": -3.43,
  "e_above_lowest_ev": 0.0000,
  "homo_energy_ev": -8.574,
  "total_charge": 1,
  "e_tot_ha": -4323.6973,
  "orbital_gap_ev": 5.14
}